(1)
Formula: C3H3LiO4Pt
Source: the Open Molecules 2025 dataset
Level of theory: wB97M-V/def2-TZVPD

Summary:
Orbital gap (alpha / beta) in eV: 8.1 / 7.6
⟨S²⟩: 3.754
HOMO energy (alpha / beta) in eV: -12.40 / -14.51
Spin multiplicity: 4
Net charge: +1

CARTESIAN COORDINATES (ANGSTROEM)
C: 1.625 0.397 -0.220
C: 0.584 -0.455 -0.887
O: -0.500 -0.738 -0.041
C: -1.470 0.242 0.167
O: -1.521 0.886 1.228
O: -2.531 -0.207 -0.278
O: 1.508 0.848 0.901
H: 2.595 0.442 -0.753
H: 1.020 -1.437 -1.118
H: 0.264 0.079 -1.797
Pt: -1.615 -1.899 1.101
Li: 0.040 1.842 1.696


(2)
Formula: C3H3MgO4Rb
Source: the Open Molecules 2025 dataset
Level of theory: wB97M-V/def2-TZVPD

Summary:
Orbital gap (alpha / beta) in eV: 6.4 / 9.4
⟨S²⟩: 0.750
HOMO energy (alpha / beta) in eV: -9.78 / -12.94
Spin multiplicity: 2
Net charge: +1

CARTESIAN COORDINATES (ANGSTROEM)
H: -1.468 -1.221 0.723
C: -1.935 -0.389 -0.344
C: -0.515 -0.751 -0.218
O: 0.236 0.257 0.240
C: 1.624 0.114 0.412
O: 2.086 -1.003 0.671
O: 2.248 1.181 0.349
O: -2.298 0.829 -0.303
Mg: 4.040 0.019 0.808
H: -2.433 -1.113 -1.029
H: -0.062 -1.395 -0.983
Rb: -1.523 3.472 -0.325


(3)
Formula: C3H3N
Source: the Open Molecules 2025 dataset
Level of theory: wB97M-V/def2-TZVPD

Summary:
Orbital gap (alpha / beta) in eV: 7.3 / 8.3
HOMO energy (alpha / beta) in eV: -8.45 / -8.85
Structure (SMILES): C#CN=C

CARTESIAN COORDINATES (ANGSTROEM)
C: 0.242 -0.444 -2.605
C: 0.311 -0.227 -0.932
N: 0.258 0.043 0.221
C: 0.018 0.352 1.429
H: -0.841 -0.287 -2.740
H: 0.803 0.361 2.162
H: -0.993 0.604 1.710